Record 1
This record from the Open Molecules 2025 dataset describes a cluster of 2 separate species, H4O2 in total at a distorted geometry. The level of theory is ωB97M-V/def2-TZVPD.

As for the orbital gap: 11.508 eV. Its LUMO energy is 0.514 eV. The energy relative to the best compared isomer or geometry (same formula, charge and spin) is 23.7 kJ/mol. Its SMILES is O.O. Its strongest force on any atom is 2.900 eV Å⁻¹.

Geometry (Å):
H: 1.613 -0.345 0.705
H: 1.971 0.216 -0.607
H: -1.530 0.758 0.281
H: -1.225 -0.657 -0.253
O: 1.137 0.035 -0.062
O: -1.966 -0.007 -0.063

***

Record 2
This record from the Open Molecules 2025 dataset describes a cluster of 2 separate species, H4O2 in total. The level of theory is ωB97M-V/def2-TZVPD.

As for the orbital gap: 11.429 eV. Its LUMO energy is 0.629 eV. The energy relative to the best compared isomer or geometry (same formula, charge and spin) is 7.1 kJ/mol. Its SMILES is O.O. Its strongest force on any atom is 0.677 eV Å⁻¹.

Geometry (Å):
O: 7.318 -4.044 -6.284
H: 7.987 -3.373 -6.147
H: 6.564 -3.737 -5.781
O: 6.676 -5.126 -8.764
H: 7.097 -5.000 -7.914
H: 6.910 -4.345 -9.266

***

Record 3
This record from the Open Molecules 2025 dataset describes a cluster of 2 separate species, H4O2 in total at a distorted geometry. The level of theory is ωB97M-V/def2-TZVPD.

As for the orbital gap: 11.606 eV. Its LUMO energy is 0.662 eV. The energy relative to the best compared isomer or geometry (same formula, charge and spin) is 11.6 kJ/mol. Its SMILES is O.O. Its strongest force on any atom is 2.204 eV Å⁻¹.

Geometry (Å):
O: 0.609 -0.256 -1.069
H: 1.578 -0.206 -0.988
H: 0.401 -1.118 -1.535
O: -1.056 0.304 1.392
H: -0.633 0.040 0.599
H: -0.896 1.237 1.599

***

Record 4
This record from the Open Molecules 2025 dataset describes a cluster of 2 separate species, H4O2 in total at a distorted geometry. The level of theory is ωB97M-V/def2-TZVPD.

As for the orbital gap: 12.357 eV. Its LUMO energy is 0.828 eV. The energy relative to the best compared isomer or geometry (same formula, charge and spin) is 13.6 kJ/mol. Its SMILES is O.O. Its strongest force on any atom is 1.797 eV Å⁻¹.

Geometry (Å):
H: -2.171 0.011 -0.335
H: -0.750 0.512 -0.372
H: 1.637 0.583 0.577
H: 0.974 -0.795 0.180
O: -1.323 -0.172 0.064
O: 1.631 -0.140 -0.114

***

Record 5
This record from the Open Molecules 2025 dataset describes a cluster of 2 separate species, H4O2 in total at a distorted geometry. The level of theory is ωB97M-V/def2-TZVPD.

As for the orbital gap: 11.473 eV. Its LUMO energy is 0.609 eV. The energy relative to the best compared isomer or geometry (same formula, charge and spin) is 10.3 kJ/mol. Its SMILES is O.O. Its strongest force on any atom is 1.089 eV Å⁻¹.

Geometry (Å):
H: 0.102 -1.458 1.375
H: 0.314 -0.937 -0.042
H: 0.528 1.425 -0.961
H: -0.820 1.712 -0.290
O: 0.082 -1.733 0.436
O: -0.205 0.990 -0.518

***

Record 6
This record from the Open Molecules 2025 dataset describes an isolated molecule of H4O2P2 at a distorted geometry. The level of theory is ωB97M-V/def2-TZVPD.

As for the orbital gap: 9.041 eV. Its LUMO energy is 0.511 eV. The energy relative to the best compared isomer or geometry (same formula, charge and spin) is 144.7 kJ/mol. Its SMILES is O[PH]#[PH]O. Its strongest force on any atom is 5.543 eV Å⁻¹.

Geometry (Å):
O: -2.021 -1.307 0.032
O: 1.130 1.302 -1.252
P: -0.871 -0.204 0.696
P: 1.311 0.013 -0.165
H: -2.882 -1.031 0.107
H: 1.791 1.411 -1.991
H: 1.515 0.885 0.979
H: 0.027 -1.069 1.594

***

Record 7
This record from the Open Molecules 2025 dataset describes a structure of composition H4O2Tl at a distorted geometry. The level of theory is ωB97M-V/def2-TZVPD.

As for the orbital gap: 6.779 eV. Its LUMO energy is -23.488 eV. The energy relative to the best compared isomer or geometry (same formula, charge and spin) is 126.3 kJ/mol. As for the charge: +3. Its strongest force on any atom is 2.251 eV Å⁻¹.

Geometry (Å):
Tl: -0.341 0.847 -1.655
O: -1.154 -0.218 0.156
H: -1.375 -1.147 0.092
H: -1.460 0.042 1.025
O: 1.171 0.328 -0.095
H: 1.044 -0.145 0.727
H: 2.115 0.293 -0.249

***

Record 8
This record from the Open Molecules 2025 dataset describes a cluster of 2 separate species, H4O3 in total at a distorted geometry. The level of theory is ωB97M-V/def2-TZVPD.

As for the orbital gap: 11.752 eV. Its LUMO energy is 0.710 eV. The energy relative to the best compared isomer or geometry (same formula, charge and spin) is 0.0 kJ/mol. Its SMILES is OO.O. Its strongest force on any atom is 1.117 eV Å⁻¹.

Geometry (Å):
H: -1.710 -0.837 -0.765
H: -1.145 1.378 -0.071
H: 2.228 -0.220 0.872
H: 1.249 -0.135 -0.209
O: -1.664 -0.432 0.120
O: -0.629 0.536 -0.012
O: 2.215 -0.127 -0.086

***

Question: Which formula does entry 8 have?
Answer: H4O3